Record 1
12 unconnected molecules or ions with the total composition C2H30NO12 in a non-equilibrium geometry, computed with ωB97M-V/def2-TZVPD.

Summary:
**Kohn-Sham gap (spin up / spin down)**: 0.0894 / 0.3870 Ha
**Net charge**: 0
**Multiplicity**: 2
**Energy relative to the best compared isomer or geometry (same formula, charge and spin)**: 0.0 kcal/mol
**DFT total energy**: -28618.5168 eV

Last column: Mulliken charge in e.
Element x y z (Å)
1 C -0.388 -0.326 -0.259  1.584
2 O -0.781 -0.965 0.918  0.010
3 C -1.642 0.219 -0.961  -2.347
4 N -1.216 0.637 -2.342  0.220
5 H -0.050 -1.073 -1.017  -0.128
6 H 0.449 0.361 -0.194  -0.837
7 H -0.658 -0.384 1.684  0.034
8 H -2.465 -0.497 -1.005  -0.486
9 H -2.121 1.069 -0.492  0.776
10 H -0.955 -0.196 -2.902  0.587
11 H -0.286 1.082 -2.276  -0.039
12 H -1.958 1.291 -2.616  0.636
13 H 2.636 -1.960 3.221  0.281
14 H 1.385 -2.474 2.445  0.356
15 O 1.800 -1.664 2.841  -0.733
16 H 0.853 -2.194 -2.439  0.032
17 H -0.431 -2.894 -2.847  0.193
18 O 0.038 -2.052 -2.948  -0.035
19 H 0.632 2.218 -0.512  -0.012
20 H 0.902 2.637 0.933  0.383
21 O 1.353 2.372 0.119  -0.738
22 H -0.390 -3.802 1.647  0.363
23 H 0.074 -2.808 0.654  0.184
24 O 0.433 -3.402 1.334  -0.601
25 H 2.151 1.009 0.843  0.407
26 H 2.353 -0.399 1.689  0.451
27 O 2.746 0.270 1.096  -0.843
28 H -4.054 -0.279 1.958  0.132
29 H -4.357 0.852 0.847  0.234
30 O -3.761 0.159 1.154  -0.193
31 H -2.223 0.969 1.566  0.285
32 H -1.226 1.399 2.557  0.329
33 O -1.486 1.617 1.643  -0.475
34 H 1.864 0.488 -2.344  0.360
35 H 1.259 0.175 -3.744  0.284
36 O 1.303 0.855 -3.065  -0.620
37 H -0.558 3.966 -0.993  0.204
38 H 0.430 3.495 -2.207  0.209
39 O -0.372 3.339 -1.697  -0.297
40 H 3.402 -1.084 -1.519  0.285
41 H 2.389 -0.692 -0.390  0.319
42 O 2.481 -0.856 -1.356  -0.736
43 H -0.219 -0.283 4.319  0.316
44 H 0.698 -0.382 3.159  0.269
45 O -0.031 0.189 3.499  -0.604

---

Record 2
A molecular structure, C32H34N7OPtSeSi, computed with ωB97M-V/def2-TZVPD.

Summary:
**Kohn-Sham gap**: 0.2786 Ha
**Net charge**: +1
**Energy relative to the best compared isomer or geometry (same formula, charge and spin)**: 0.0 kcal/mol
**DFT total energy**: -122682.9152 eV

Last column: Mulliken charge in e.
Element x y z (Å)
1 Pt -0.665 0.648 1.011  0.565
2 Se -0.393 8.294 0.459  0.293
3 N 0.876 7.051 0.535  -0.845
4 C 0.275 5.899 0.663  0.930
5 C 0.981 4.630 0.789  0.619
6 C 2.374 4.546 0.818  -0.865
7 C 2.953 3.311 0.961  -1.021
8 C 2.135 2.190 1.078  0.702
9 N 0.812 2.248 1.060  -0.208
10 C 0.235 3.461 0.903  -0.086
11 C -1.225 3.493 0.881  -0.158
12 N -1.863 2.303 0.961  0.024
13 C -3.192 2.299 1.047  0.013
14 C -3.949 3.462 1.005  -0.914
15 C -3.316 4.674 0.866  -0.636
16 C -1.923 4.696 0.810  0.338
17 C -1.162 5.932 0.685  1.015
18 N -1.714 7.111 0.577  -0.855
19 H 2.962 5.449 0.727  0.559
20 H 4.026 3.189 0.977  0.532
21 H 2.577 1.214 1.171  -0.690
22 H -3.661 1.335 1.151  0.581
23 H -5.025 3.393 1.077  0.443
24 H -3.863 5.605 0.814  0.552
25 C -2.263 -0.610 0.693  -1.842
26 Si -1.584 -2.204 0.046  -0.720
27 C -0.135 -2.332 1.247  -1.061
28 N 0.615 -1.029 1.257  1.239
29 C 1.275 -0.890 2.591  -0.835
30 C 2.222 -2.045 2.926  -0.729
31 C 3.060 -2.490 1.714  -0.882
32 C 3.065 -1.405 0.646  -0.432
33 C 1.659 -1.058 0.158  -0.785
34 C -1.006 -2.067 -1.731  0.475
35 C -0.737 -3.223 -2.470  -0.409
36 C -0.240 -3.149 -3.763  -0.690
37 C -0.009 -1.911 -4.347  -0.497
38 C -0.283 -0.752 -3.635  -0.719
39 C -0.777 -0.831 -2.341  0.138
40 C -2.652 -3.716 0.275  0.438
41 C -4.039 -3.625 0.136  -0.423
42 C -4.850 -4.741 0.285  -0.666
43 C -4.284 -5.973 0.579  -0.463
44 C -2.909 -6.087 0.723  -0.708
45 C -2.103 -4.967 0.571  -0.013
46 H -2.801 -0.800 1.631  0.820
47 H -2.963 -0.150 -0.011  0.811
48 H 0.559 -3.159 1.107  0.454
49 H -0.598 -2.456 2.231  0.527
50 H 0.484 -0.812 3.336  0.439
51 H 1.809 0.058 2.604  0.268
52 H 1.660 -2.887 3.329  0.229
53 H 2.873 -1.699 3.732  0.483
54 H 2.657 -3.412 1.289  0.264
55 H 4.079 -2.722 2.023  0.498
56 H 3.646 -1.713 -0.225  0.595
57 H 3.573 -0.520 1.045  0.190
58 H 1.328 -1.798 -0.568  0.448
59 H 1.662 -0.104 -0.363  0.041
60 H -0.933 -4.198 -2.036  0.372
61 H -0.041 -4.057 -4.318  0.420
62 H 0.375 -1.852 -5.357  0.389
63 H -0.118 0.216 -4.092  0.430
64 H -0.979 0.085 -1.795  0.258
65 H -4.496 -2.668 -0.092  0.322
66 H -5.922 -4.650 0.174  0.397
67 H -4.914 -6.845 0.696  0.388
68 H -2.465 -7.047 0.952  0.408
69 H -1.029 -5.077 0.687  0.245
70 N 4.828 2.030 -2.259  -0.446
71 C 3.471 1.943 -2.461  0.425
72 N 3.021 2.444 -3.645  -0.428
73 O 2.717 1.465 -1.624  -0.399
74 H 5.437 2.114 -3.056  0.206
75 H 5.172 1.437 -1.522  0.238
76 H 3.600 3.011 -4.237  0.185
77 H 2.026 2.500 -3.760  0.219

---

Record 3
A gas-phase ion, C6H12N (charge +1) in a non-equilibrium geometry, computed with ωB97M-V/def2-TZVPD.

Summary:
**SMILES**: C=C1[C@H](C)[N+]1(C)C
**Kohn-Sham gap**: 0.4417 Ha
**Net charge**: +1
**Energy relative to the best compared isomer or geometry (same formula, charge and spin)**: 69.6 kcal/mol
**DFT total energy**: -7897.0445 eV

Last column: Mulliken charge in e.
Element x y z (Å)
1 C -1.193 0.842 1.805  -0.742
2 C -0.356 0.367 0.943  0.193
3 C 0.996 0.306 0.535  0.125
4 C 1.505 1.461 -0.217  -1.188
5 N -0.306 -0.521 -0.195  0.302
6 C -0.325 -2.017 0.030  -0.951
7 C -0.740 -0.099 -1.488  -1.014
8 H -2.252 0.770 1.708  0.299
9 H -0.765 1.547 2.504  0.259
10 H 1.687 -0.466 0.951  0.397
11 H 0.771 2.209 -0.248  0.385
12 H 1.885 1.029 -1.205  0.322
13 H 2.454 1.777 0.350  0.387
14 H -0.292 -2.177 1.078  0.394
15 H -1.210 -2.605 -0.531  0.277
16 H 0.701 -2.275 -0.307  0.408
17 H -0.669 0.918 -1.792  0.395
18 H -0.141 -0.737 -2.219  0.369
19 H -1.749 -0.328 -1.705  0.384

---

Record 4
A molecular structure, C5H5FLiO4Pm in a non-equilibrium geometry, computed with ωB97M-V/def2-TZVPD.

Summary:
**Kohn-Sham gap (spin up / spin down)**: 0.1981 / 0.2044 Ha
**Net charge**: +3
**Multiplicity**: 6
**Energy relative to the best compared isomer or geometry (same formula, charge and spin)**: 0.0 kcal/mol
**DFT total energy**: -32902.8069 eV

Last column: Mulliken charge in e.
Element x y z (Å)
1 H -3.659 1.858 -0.218  0.417
2 O -2.702 0.317 0.873  -0.247
3 O -1.216 -0.258 -0.589  -0.201
4 O -1.179 -1.235 1.450  -0.729
5 C -2.840 1.148 -0.230  -0.234
6 C -2.054 0.657 -1.191  -0.202
7 C -1.702 -0.517 0.629  0.793
8 H -1.853 0.934 -2.219  0.440
9 C 1.829 -0.686 -1.002  -0.341
10 C 2.197 0.203 0.119  0.342
11 O 1.869 -0.040 1.280  -0.584
12 Pm 2.781 1.266 3.589  1.924
13 Li 0.664 -1.801 1.408  0.877
14 F 1.209 -1.825 -0.513  -0.316
15 H 2.728 -0.976 -1.565  0.397
16 H 2.803 1.089 -0.134  0.379
17 H 1.125 -0.134 -1.687  0.286

---

Record 5
C5H11NO3S in the gas phase in a non-equilibrium geometry, computed with ωB97M-V/def2-TZVPD.

Summary:
**SMILES**: NS(=O)(=O)OC1CCCC1
**Kohn-Sham gap**: 0.3808 Ha
**Net charge**: 0
**Energy relative to the best compared isomer or geometry (same formula, charge and spin)**: 79.8 kcal/mol
**DFT total energy**: -23827.5905 eV

Last column: Mulliken charge in e.
Element x y z (Å)
1 N -3.582 -0.444 0.329  -0.510
2 S -2.137 -0.451 1.005  1.126
3 O -1.528 -1.706 1.400  -0.588
4 O -2.025 0.602 1.948  -0.623
5 O -1.329 0.080 -0.315  -0.322
6 C 0.082 0.356 0.109  0.014
7 C 0.957 -0.906 0.073  -0.793
8 C 2.274 -0.296 -0.168  -0.423
9 C 2.088 1.047 -0.858  -0.503
10 C 0.674 1.150 -1.079  -0.797
11 H -4.227 0.412 0.381  0.291
12 H -4.126 -1.443 0.503  0.324
13 H 0.282 0.807 1.041  0.421
14 H 0.485 -1.866 -0.591  0.201
15 H 0.962 -1.288 0.977  0.505
16 H 3.022 -1.088 -0.705  0.217
17 H 2.649 -0.594 1.018  0.189
18 H 2.295 1.850 -0.205  0.270
19 H 2.629 1.057 -1.812  0.333
20 H 0.124 2.104 -1.096  0.365
21 H 0.431 0.616 -1.954  0.301